(1)
34
Properties=species:S:1:pos:R:3:forces:R:3 method="wB97M-V/def2-TZVPD" total_charge=+1 orbital_gap_ev="5.76 / 5.75" e_homo_ev="-11.703 / -11.703" lumo_energy_ha="-0.219 / -0.219"
Ru 0.02968 -0.26128 0.22112 0.383 0.432 2.077
N 3.58852 2.02990 0.56771 0.057 -0.213 -0.119
C 2.33876 1.60522 0.33168 0.171 0.284 0.014
S 2.17832 -0.02766 -0.37573 -1.032 -0.196 -0.114
N 1.33974 2.35328 0.62897 -0.041 -0.029 -0.006
N 0.11542 1.74675 0.42126 -0.083 0.103 0.162
C -0.89293 2.51117 0.64346 0.132 0.247 0.015
C -2.26617 2.15141 0.45665 -0.216 -0.092 0.086
C -3.24627 3.13709 0.65870 0.201 -0.020 -0.016
C -4.57288 2.87463 0.41988 -0.157 -0.060 -0.032
C -4.95866 1.61464 -0.04727 -0.038 0.199 0.032
C -4.02241 0.62822 -0.24258 0.318 -0.267 0.077
C -2.67226 0.87238 0.04350 -0.307 0.403 0.003
O -1.83106 -0.15732 -0.06876 0.799 -0.589 -0.814
H 4.38424 1.48503 0.29030 0.026 0.031 0.014
H 3.72938 2.89341 1.06513 -0.010 0.017 -0.028
H -0.65693 3.52013 0.96810 -0.045 0.038 -0.063
H -2.93454 4.11514 1.00296 -0.003 0.011 -0.027
H -5.31796 3.64060 0.58196 0.015 0.013 -0.001
H -6.00124 1.41800 -0.25693 0.006 -0.031 -0.002
H -4.29595 -0.35894 -0.58953 -0.029 0.006 0.004
O -0.05698 -1.92009 3.78109 0.016 0.269 0.075
C -0.00445 -1.67497 2.61585 0.015 -0.617 0.195
O 0.08632 -0.42291 2.12950 -0.014 0.139 -1.089
C -0.02634 -2.76405 1.57945 -0.004 0.114 0.012
C -0.07644 -4.10175 1.91044 0.020 0.092 0.083
C -0.09023 -5.02706 0.87936 0.005 -0.019 -0.075
C -0.06629 -4.58030 -0.43553 0.016 -0.048 0.066
C -0.01821 -3.22129 -0.68383 0.001 -0.041 0.056
N 0.00646 -2.33720 0.31658 -0.174 -0.155 -0.559
H -0.10043 -4.37593 2.95576 0.001 -0.036 -0.017
H -0.11645 -6.08617 1.09620 -0.023 -0.001 -0.005
H -0.08139 -5.27504 -1.26266 0.003 0.005 -0.004
H 0.00352 -2.82381 -1.68940 -0.006 0.008 0.001


(2)
30
Properties=species:S:1:pos:R:3:forces:R:3 method="wB97M-V/def2-TZVPD" total_charge=0 orbital_gap_ev=6.06 e_homo_ev=-7.283 lumo_energy_ha=-0.045 smiles="Cc1sc2c(=O)c3ccccc3c(=O)c=2n(C)c1O"
C -1.78836 -3.57040 -2.16215 -2.204 0.370 -0.980
C -1.02291 -2.50019 -1.51979 1.691 1.693 -1.725
S -1.07053 -2.36440 0.22015 -0.288 -0.163 0.505
C -0.64798 -0.67113 0.44115 1.227 -0.167 -0.803
C -1.12756 0.03249 1.63906 -1.901 -1.377 -1.182
O -2.13405 -0.41043 2.16236 0.158 0.226 0.773
C -0.45465 1.22691 2.06302 1.950 2.282 1.634
C -0.76162 1.83202 3.31189 0.265 1.311 -0.257
C 0.04212 2.94397 3.77221 0.027 -2.501 -1.760
C 1.13120 3.40808 3.02374 -0.645 -0.525 1.017
C 1.42959 2.78744 1.80748 -1.081 0.669 0.128
C 0.65402 1.73192 1.29485 -1.123 0.183 1.718
C 0.77562 1.22443 -0.08219 0.921 0.983 -1.557
O 1.31187 1.90931 -0.94352 -0.151 -0.370 0.518
C 0.22037 -0.10780 -0.43088 -0.637 -0.813 0.249
N 0.60546 -0.76878 -1.60129 -1.296 0.837 0.265
C 1.85771 -0.56257 -2.18586 1.372 -0.774 -1.099
C -0.22745 -1.66860 -2.26938 -2.836 -1.328 0.635
O -0.35565 -1.54505 -3.69416 0.474 -0.145 1.755
H -2.14958 -4.29402 -1.46250 0.174 -0.685 0.486
H -1.16650 -4.01202 -2.91340 0.260 -0.691 -0.381
H -2.75718 -3.27340 -2.68007 1.000 0.163 0.461
H -1.68274 1.56491 3.90108 1.307 -0.131 -0.742
H -0.05338 3.21184 4.77915 -0.562 0.921 1.182
H 1.74449 4.23836 3.45857 -0.512 -0.909 -0.755
H 2.16147 3.35462 1.28691 0.744 -0.499 -1.107
H 2.51504 -0.10254 -1.48879 0.774 0.095 0.294
H 1.85286 -0.03037 -3.09907 -0.326 1.418 -0.802
H 2.20655 -1.51641 -2.57662 0.517 -0.479 0.665
H -1.10823 -2.06820 -4.05195 0.698 0.404 0.863


(3)
39
Properties=species:S:1:pos:R:3:forces:R:3 method="wB97M-V/def2-TZVPD" multiplicity=2 total_charge=-2 orbital_gap_ev="7.51 / 7.58" e_homo_ev="-3.033 / -3.108" lumo_energy_ha="0.165 / 0.165"
Hg 0.41605 -0.63917 1.14281 1.816 -0.311 -0.462
O 3.38578 2.74357 1.84797 -0.111 -0.016 -0.023
Cl 2.59831 1.80799 1.01404 0.569 0.173 0.095
O 3.26900 1.69746 -0.29682 -0.054 -0.034 -0.024
O 2.69619 0.46368 1.67531 0.105 -0.027 0.016
O 0.03442 1.31731 0.76015 -0.401 0.630 -0.017
C -3.81519 4.77972 0.74634 -0.018 -0.104 0.045
C -3.50747 3.31769 0.95564 -0.067 0.055 0.013
C -3.94853 2.36113 0.04354 0.025 -0.053 0.052
C -3.63019 1.02401 0.21443 0.019 -0.002 0.052
C -2.86901 0.63142 1.30739 0.118 0.023 -0.095
C -2.44881 1.56561 2.23805 -0.050 -0.057 0.020
C -2.77755 2.90133 2.06179 -0.057 0.017 -0.028
S -2.35833 -1.07500 1.39802 -0.747 -0.457 0.203
O -1.41715 -1.14931 2.54153 -0.652 -0.027 -0.119
O -3.56857 -1.84406 1.58106 -0.091 0.012 0.088
O -1.68032 -1.33083 0.12030 -0.566 -0.056 0.114
H -4.07863 4.97470 -0.29391 -0.004 0.025 0.010
H -2.95260 5.39641 1.00232 -0.017 0.012 -0.006
H -4.65351 5.09820 1.37245 0.007 0.033 -0.013
H -4.52907 2.67312 -0.81822 0.030 -0.002 -0.023
H -3.93726 0.27314 -0.50291 -0.005 0.055 -0.034
H -1.84593 1.24198 3.07470 0.044 0.016 -0.035
H -2.43259 3.63715 2.77998 0.053 -0.007 -0.024
O 3.09313 -5.12497 -1.85156 -0.396 -0.158 0.511
C 3.16132 -3.79007 -1.99375 -0.132 0.326 -0.017
C 3.99694 -3.27050 -2.98236 0.053 0.001 0.007
C 4.10393 -1.90146 -3.16349 -0.089 -0.031 -0.004
C 3.35123 -1.02648 -2.39223 -0.031 0.095 -0.018
C 2.51232 -1.53929 -1.41631 0.097 -0.173 -0.095
C 2.41646 -2.90858 -1.17693 0.066 -0.005 0.065
C 1.61845 -3.44443 -0.00475 0.188 -0.178 -0.391
O 1.48061 -4.68840 0.08288 0.201 0.070 -0.192
O 1.18176 -2.64586 0.86575 -0.299 0.123 0.515
H 2.43146 -5.24347 -1.08620 0.227 0.047 -0.235
H 4.57010 -3.96137 -3.58946 -0.012 -0.033 0.025
H 4.77917 -1.51611 -3.91990 -0.005 0.004 -0.006
H 3.42934 0.04602 -2.51238 -0.006 -0.021 0.026
H 1.92475 -0.85230 -0.82527 0.192 0.033 0.007


(4)
35
Properties=species:S:1:pos:R:3:forces:R:3 method="wB97M-V/def2-TZVPD" total_charge=0 orbital_gap_ev=6.92 e_homo_ev=-7.772 lumo_energy_ha=-0.031 smiles="Cn1ncc([N+](=O)[O-])c1C(=O)N/N=C/c1c[nH]c2ccccc12"
C 4.47909 1.07400 0.01087 0.149 0.325 -0.962
N 4.19590 0.58393 1.32898 -0.699 -0.312 0.497
N 5.20126 0.54355 2.19272 0.760 0.096 0.252
C 4.72582 0.06707 3.31431 -0.632 -0.153 0.010
C 3.34817 -0.21213 3.18244 1.134 0.657 -1.212
N 2.60673 -0.72996 4.25770 -0.411 -0.267 0.510
O 3.21890 -0.99216 5.27144 -0.008 -0.024 0.083
O 1.39740 -0.88999 4.14342 -0.179 -0.090 0.162
C 3.03053 0.14412 1.85009 0.056 -0.202 0.636
C 1.81529 0.11866 0.98183 -0.460 -0.074 -0.066
O 1.89961 0.44524 -0.19335 -0.124 -0.037 0.028
N 0.68098 -0.27795 1.59774 0.440 -0.006 0.411
N -0.57053 -0.41577 1.09960 -0.668 -0.082 -0.261
C -0.88580 -0.15040 -0.11264 0.768 0.149 0.065
C -2.23888 -0.33178 -0.54177 -0.951 -0.252 0.152
C -3.30476 -0.77897 0.20968 0.656 0.158 -0.035
N -4.42613 -0.81657 -0.55155 -0.377 -0.109 0.089
C -4.12985 -0.39639 -1.82229 0.357 0.189 -0.394
C -4.94436 -0.26695 -2.93843 -0.069 0.003 -0.066
C -4.36019 0.18768 -4.10224 -0.198 -0.056 0.044
C -3.00127 0.50537 -4.15473 0.222 0.070 -0.074
C -2.18918 0.37802 -3.04854 -0.072 0.012 -0.101
C -2.75255 -0.07898 -1.85973 -0.363 -0.137 0.203
H 3.85095 1.93257 -0.22366 0.091 -0.088 0.021
H 4.28555 0.30352 -0.73482 0.043 0.100 0.079
H 5.53007 1.35604 0.00255 -0.094 -0.044 0.081
H 5.33796 -0.06753 4.18224 0.135 -0.015 0.137
H 0.71186 -0.54220 2.58681 0.289 0.196 -0.462
H -0.18605 0.21119 -0.86136 0.115 -0.031 0.199
H -3.30894 -1.06774 1.24187 -0.044 -0.062 0.185
H -5.33621 -1.10789 -0.23531 0.140 0.037 -0.020
H -5.99503 -0.51331 -2.89532 -0.108 -0.017 -0.027
H -4.96255 0.30111 -4.99111 -0.061 0.003 -0.060
H -2.58355 0.85814 -5.08602 0.047 0.029 -0.068
H -1.14023 0.62646 -3.10144 0.116 0.035 -0.035


Number 1: calculated total energy -40210.84117 eV. Number 2: calculated total energy -33162.11763 eV. Number 3: calculated total energy -62714.74656 eV. Number 4: calculated total energy -29792.26755 eV.